C23H32O12P2 | wB97M-V/def2-TZVPD

```
69
Properties=species:S:1:pos:R:3:nbo_charge:R:1
H -5.33 -3.98 1.60 0.477
H 0.60 2.78 3.56 0.180
O -3.98 -2.08 -3.80 -0.948
O 3.31 5.75 -3.13 -0.730
H 1.95 0.51 3.60 0.237
H 0.95 -8.22 0.04 0.246
H -0.65 3.15 1.11 0.250
H 2.93 1.37 -3.04 0.203
C -2.56 0.12 -0.13 0.511
O 2.64 1.35 0.60 -1.081
H 1.15 2.37 -1.85 0.172
C 3.37 2.27 -2.41 -0.656
H 3.99 2.93 -3.18 0.217
O -5.58 -4.65 0.89 -0.738
H 4.08 1.82 -1.59 0.254
O 2.30 3.76 -0.53 -0.770
C 2.58 1.47 3.81 -0.671
H 3.81 6.02 -3.92 0.463
O -3.72 0.68 -3.39 -0.901
H -0.40 2.01 -0.37 0.283
C 1.19 -5.35 2.81 -0.195
C 0.88 -7.16 0.55 -0.220
C 3.67 6.63 -2.07 -0.065
H 3.86 8.35 -3.37 0.194
H 4.74 6.52 -1.88 0.157
H 1.60 -7.80 2.78 0.245
C 0.30 -4.38 0.28 -0.224
C -3.32 -2.46 -0.30 0.042
C 1.26 -6.86 2.13 -0.219
H 1.85 3.95 -2.61 0.229
C -4.02 -3.83 -0.89 -0.516
C -5.62 -4.00 -0.45 -0.070
H -3.88 -4.00 -2.04 0.255
P -4.24 -0.83 -2.62 2.162
C 3.33 8.06 -2.45 -0.632
C 0.71 -4.09 1.84 -0.130
C -0.04 2.20 0.72 -0.779
H 3.67 1.42 3.32 0.256
H 3.59 8.75 -1.65 0.213
H -3.46 -4.74 -0.35 0.274
H -0.07 -3.49 -0.41 0.234
O -5.80 -0.63 -2.29 -0.994
H 0.58 0.36 1.91 0.299
C 2.08 3.09 -1.82 -0.099
H -2.94 0.40 -3.97 0.475
C -0.43 0.96 1.71 -0.463
H 2.07 3.61 4.39 0.212
H -6.14 -4.77 -1.17 0.210
C 1.79 2.89 3.49 -0.102
H -0.90 1.42 2.68 0.246
C -1.48 -0.13 1.09 -0.047
C 0.38 -5.89 -0.39 -0.224
H 2.79 1.47 4.99 0.211
O 1.84 -1.89 2.49 -0.497
C -3.33 -1.12 -0.95 -0.445
C -1.48 -1.51 1.73 0.251
H 2.26 8.15 -2.66 0.212
O -2.76 -3.70 1.97 -0.495
H -6.18 -2.98 -0.35 0.211
C -2.55 -2.62 1.17 0.455
P 1.82 2.71 0.82 2.210
H 0.08 -5.99 -1.54 0.243
O -2.93 1.37 -0.53 -0.504
C 0.64 -2.53 2.41 0.763
H -3.14 -1.93 -4.34 0.501
H 1.49 -5.13 3.94 0.259
O -0.60 -1.86 2.85 -0.522
H 3.12 6.33 -1.18 0.192
O 2.25 3.57 2.27 -0.767
```

multiplicity	1
highest occupied orbital energy	-9.204	eV
net charge	0